The following is a DFT calculation (ωB97M-V/def2-TZVPD) of one molecule with the formula C6H10O.

## Properties
E_LUMO = 1.07 eV
orbital gap = 10.84 eV
E_tot = -8429.290 eV
charge = 0
2S+1 = 1
SMILES = O[C@@H]1CC[C@@H]2C[C@@H]21

Positions of all 17 atoms, in Å:
O -1.6401 -0.1166 1.1353
C -1.0185 0.8076 0.2794
C -0.9781 0.4191 -1.1884
C 0.0619 -0.7075 -1.2360
C 1.1406 -0.2769 -0.2348
C 1.0431 -0.7603 1.1634
C 0.5294 0.6653 0.7592
H -0.7367 0.0597 1.6136
H -1.3795 1.8256 0.4724
H -1.9570 0.1327 -1.5908
H -0.6142 1.2927 -1.7440
H 0.4868 -0.8497 -2.2318
H -0.4038 -1.6525 -0.9327
H 2.1144 0.0008 -0.6091
H 1.9535 -0.8098 1.7653
H 0.3143 -1.5348 1.3979
H 1.0838 1.5045 1.1810

Cartesian forces, eV/Å:
O 1.30 0.43 1.11
C 1.64 0.86 -0.33
C 0.01 0.04 0.03
C 0.12 -0.05 -0.08
C 0.35 0.13 -0.36
C -0.27 0.28 0.15
C -0.02 0.49 -1.02
H -3.08 -2.19 1.33
H 0.03 -0.04 -0.19
H 0.13 0.07 0.18
H -0.06 -0.16 -0.03
H -0.08 0.00 0.06
H 0.16 0.15 -0.03
H 0.15 -0.27 -0.16
H -0.35 0.26 -0.15
H 0.17 0.14 -0.17
H -0.21 -0.13 -0.35


The following is a DFT calculation (ωB97M-V/def2-TZVPD) of C42H27F5N6SbSeTl as an isolated structure.

## Properties
E_LUMO = -1.96 eV
orbital gap = 3.60 eV
E_tot = -143091.351 eV
charge = 0
2S+1 = 1

Positions of all 83 atoms, in Å:
Tl -0.5870 0.2531 -2.2653
C 1.5032 4.5641 -1.0527
C 1.2443 3.2295 -1.3216
N 0.0042 2.7647 -1.4168
C -0.9980 3.6270 -1.2424
C -0.7203 4.9640 -0.9620
N 0.5157 5.4337 -0.8713
C -2.3863 3.0922 -1.2896
C -3.4924 3.9278 -1.3417
C -4.7668 3.3749 -1.3139
C -4.8756 1.9957 -1.1971
C -3.7243 1.2205 -1.1518
N -2.5088 1.7644 -1.2382
C -3.7650 -0.2557 -0.9531
C -4.9351 -0.9565 -0.6975
N -4.9395 -2.2585 -0.4303
C -3.7702 -2.8819 -0.4269
C -2.5905 -2.2038 -0.7295
N -2.5947 -0.9047 -0.9795
C -5.9768 4.2244 -1.3834
C -6.0481 5.4335 -0.7018
C -7.2159 6.1766 -0.7775
N -8.2822 5.8009 -1.4778
C -8.2048 4.6488 -2.1385
C -7.0869 3.8295 -2.1209
H 2.5152 4.9399 -0.9736
H 2.0510 2.5168 -1.4508
H -1.5139 5.6787 -0.7854
H -3.3749 4.9980 -1.4325
H -5.8527 1.5414 -1.1256
H -5.9036 -0.4725 -0.7009
H -3.7652 -3.9356 -0.1831
H -1.6376 -2.7153 -0.7816
H -5.2202 5.7838 -0.0987
H -7.3029 7.1163 -0.2443
H -9.0814 4.3684 -2.7110
H -7.0774 2.9128 -2.6966
C 6.4253 0.6858 -1.6627
C 6.2774 -0.0244 -0.4773
C 5.0140 -0.3742 -0.0243
C 3.8819 -0.0113 -0.7468
C 4.0398 0.6805 -1.9447
C 5.3053 1.0298 -2.4027
Sb 1.9192 -0.5129 0.0004
C 2.1843 0.4208 1.9126
C 1.5554 1.6513 2.0924
C 1.7241 2.3660 3.2704
C 2.5157 1.8486 4.2849
C 3.1404 0.6209 4.1162
C 2.9780 -0.0902 2.9349
C 2.5086 -2.5404 0.2864
C 2.7318 -3.2370 -1.0209
C 3.9106 -4.1530 -0.9607
C 4.1506 -4.8077 0.1635
C 3.1993 -4.6608 1.3281
C 2.6840 -3.2367 1.4067
H 7.4128 0.9599 -2.0104
H 7.1492 -0.3152 0.0948
H 4.9172 -0.9516 0.8876
H 3.1745 0.9287 -2.5525
H 5.4146 1.5614 -3.3400
H 0.9205 2.0579 1.3112
H 1.2328 3.3226 3.4001
H 2.6430 2.3995 5.2077
H 3.7582 0.2146 4.9067
H 3.4831 -1.0378 2.8118
H 2.7810 -2.5617 -1.8763
H 4.5305 -4.2609 -1.8420
H 4.9727 -5.5040 0.2567
H 3.6857 -4.9294 2.2627
H 2.4412 -2.8454 2.3863
F -0.0762 -7.7486 1.3064
C 0.2160 -7.0348 2.4807
C -0.0724 -5.5914 2.4485
F -0.6811 -4.9564 3.5229
C -0.2032 -4.9010 1.1621
F -1.3772 -4.3422 0.8201
C 0.8636 -4.9602 0.3717
Se 1.0345 -4.3024 -1.3915
C 1.9971 -5.6342 1.1233
F 2.4691 -6.7334 0.4095
C 1.3462 -6.1013 2.4229
F 2.1860 -5.9848 3.5278

Cartesian forces, eV/Å:
Tl 0.16 -0.24 -0.23
C -0.08 0.12 0.02
C 0.03 -0.13 -0.05
N 0.02 0.16 0.08
C 0.13 0.04 0.02
C -0.07 0.03 0.01
N 0.04 -0.03 -0.01
C -0.13 -0.08 -0.01
C 0.05 0.10 -0.03
C 0.01 -0.09 -0.01
C -0.03 0.00 -0.02
C 0.10 -0.02 -0.05
N -0.05 0.14 0.22
C 0.02 -0.07 0.05
C -0.01 0.04 -0.02
N 0.02 -0.06 0.00
C -0.10 0.06 0.00
C 0.08 -0.03 -0.09
N -0.09 0.06 0.00
C -0.05 0.03 0.01
C 0.04 0.00 0.00
C -0.05 -0.01 -0.02
N 0.02 0.00 -0.02
C -0.01 0.05 0.03
C 0.02 -0.02 -0.02
H 0.02 -0.05 0.00
H 0.02 0.04 0.00
H 0.00 -0.01 0.00
H -0.02 -0.01 -0.01
H 0.00 0.01 0.01
H 0.02 0.01 0.03
H 0.07 -0.01 -0.01
H 0.00 -0.06 0.05
H -0.02 0.00 0.02
H 0.02 0.00 0.00
H 0.01 -0.02 -0.01
H -0.01 0.00 0.02
C -0.02 -0.02 0.05
C 0.00 -0.01 -0.01
C 0.04 -0.02 0.00
C -0.30 0.08 -0.12
C 0.00 -0.06 0.00
C 0.00 0.02 -0.04
Sb 0.44 -0.24 0.39
C -0.16 -0.07 -0.21
C -0.01 -0.03 0.06
C -0.02 0.03 0.00
C 0.00 -0.01 0.00
C 0.00 0.00 0.00
C 0.04 0.06 -0.03
C -0.11 0.29 -0.06
C -0.31 -0.16 -0.03
C 0.10 0.02 -0.03
C -0.06 0.01 0.07
C 0.03 0.02 -0.10
C 0.02 0.01 0.07
H 0.00 -0.01 -0.01
H 0.01 0.01 -0.01
H 0.00 0.02 0.01
H 0.00 0.02 0.01
H 0.00 0.00 0.01
H -0.01 -0.01 0.01
H 0.00 -0.01 -0.01
H 0.00 0.00 0.00
H -0.01 -0.01 0.00
H 0.01 -0.03 0.02
H 0.06 0.03 0.01
H -0.03 -0.03 0.00
H -0.01 0.00 -0.03
H 0.03 -0.03 -0.02
H -0.01 0.02 0.01
F -0.03 -0.05 0.00
C 0.08 0.31 0.00
C 0.16 -0.47 0.18
F -0.12 0.16 -0.10
C 0.02 0.18 -0.01
F -0.01 0.01 -0.03
C 0.00 -0.09 -0.26
Se 0.13 0.12 0.10
C 0.01 0.08 0.18
F 0.04 -0.02 0.03
C -0.31 -0.02 -0.06
F 0.11 -0.03 -0.02


The following is a DFT calculation (ωB97M-V/def2-TZVPD) of one molecule with the formula C9H16N2O3.

## Properties
E_LUMO = 0.52 eV
orbital gap = 8.69 eV
E_tot = -18716.041 eV
charge = 0
2S+1 = 1
SMILES = CN(C)CCN1C[C@@H](C(=O)O)CC1=O

Positions of all 30 atoms, in Å:
C 0.3346 1.6821 1.0408
N 1.6576 1.1198 1.2070
C 2.5868 1.6391 0.2239
C 1.7059 -0.3145 1.3655
C 1.5108 -1.1901 0.1064
N 0.2190 -1.0524 -0.5130
C -0.9725 -1.6266 0.0607
C -2.1102 -1.0143 -0.7727
C -2.7445 0.1902 -0.0944
O -3.0427 1.2140 -0.6424
O -2.9864 -0.0272 1.2042
C -1.4365 -0.6059 -2.0828
C 0.0409 -0.5008 -1.7334
O 0.9163 -0.0133 -2.4127
H -0.0825 1.5457 0.0344
H 0.3927 2.7539 1.2357
H -0.3412 1.2385 1.7712
H 2.6534 2.7194 0.3518
H 3.5711 1.2082 0.4013
H 2.2840 1.4326 -0.8113
H 2.6938 -0.5628 1.7689
H 0.9621 -0.5895 2.1185
H 2.2473 -0.9145 -0.6516
H 1.6657 -2.2385 0.3870
H -0.9543 -2.7206 -0.0392
H -1.0615 -1.3802 1.1206
H -2.9191 -1.7344 -0.9218
H -3.4179 0.7480 1.5977
H -1.5600 -1.3534 -2.8667
H -1.8126 0.3476 -2.4537

Cartesian forces, eV/Å:
C 0.07 0.08 0.02
N -0.08 -0.05 -0.03
C -0.05 0.04 0.04
C 0.02 -0.22 -0.17
C 0.27 0.24 0.24
N -0.04 -0.04 0.28
C -0.09 -0.27 0.17
C 0.00 0.09 -0.01
C -0.02 0.10 -0.23
O -0.03 0.17 -0.09
O -0.06 -0.27 0.59
C -0.05 0.12 -0.03
C -0.28 0.02 -0.18
O 0.18 0.15 -0.29
H -0.04 0.05 0.00
H -0.11 0.05 -0.02
H -0.09 0.00 0.03
H 0.08 0.05 -0.04
H 0.11 0.01 -0.04
H 0.04 -0.01 -0.02
H -0.06 -0.11 0.04
H 0.06 -0.04 0.05
H -0.03 -0.11 0.05
H 0.05 0.02 -0.04
H -0.04 0.08 0.06
H 0.00 -0.08 -0.09
H 0.06 0.04 0.05
H 0.06 0.00 -0.30
H 0.02 -0.02 0.00
H 0.07 -0.09 -0.02


The following is a DFT calculation (ωB97M-V/def2-TZVPD) of C13H19F3N4O8SSiW as an isolated structure.

## Properties
E_LUMO (alpha / beta) = 0.03 / -0.39 eV
orbital gap (alpha / beta) = 7.59 / 8.46 eV
E_tot = -64826.048 eV
charge = 0
2S+1 = 3
expectation value of S² = 2.009

Positions of all 50 atoms, in Å:
W -0.5664 0.2184 -0.3906
C -1.7169 -0.3799 3.3284
C -0.3055 -0.5643 2.8584
C 0.6495 -1.0658 3.7216
C 1.9751 -1.1850 3.3204
C 2.3343 -0.7947 2.0485
C 1.3417 -0.3125 1.2059
N 0.0329 -0.1993 1.5972
N 1.4575 0.1073 -0.0878
Si 2.6738 1.3270 -0.4799
C 2.3225 2.1501 -2.1296
C 4.3770 0.5174 -0.5929
C 2.4972 2.6108 0.8974
H -1.7373 -0.2332 4.4067
H -2.3201 -1.2577 3.0862
H -2.1681 0.4770 2.8477
H 0.3581 -1.3336 4.7273
H 2.7216 -1.5732 4.0007
H 3.3502 -0.8682 1.6906
H 2.1479 1.4242 -2.9237
H 3.1768 2.7655 -2.4206
H 1.4568 2.8109 -2.0712
H 4.3425 -0.3281 -1.2825
H 4.7555 0.1618 0.3663
H 5.1007 1.2372 -0.9820
H 1.4295 2.7937 1.0450
H 2.9708 3.5614 0.6473
H 2.9156 2.2664 1.8458
O -0.9730 1.4449 -4.0384
C -0.7678 1.4061 -2.8641
O -0.1135 0.4037 -2.2623
C -1.1914 2.5018 -1.8556
O -1.6663 3.5485 -2.1820
O -0.9040 2.1437 -0.6129
F -5.3927 -0.0857 0.8677
C -4.9256 0.0706 -0.3727
F -5.0184 1.3450 -0.7244
F -5.6443 -0.6719 -1.2067
S -3.1653 -0.4974 -0.3750
O -2.5372 0.3594 0.6419
O -3.2635 -1.8894 -0.0633
O -2.5799 -0.1554 -1.6697
N -0.6554 -2.4336 -2.6723
C -0.7797 -2.7271 -1.3767
N -1.1079 -3.9883 -1.0238
O -0.5077 -1.9043 -0.4632
H -0.9934 -3.0600 -3.3796
H -0.4213 -1.4828 -2.9287
H -1.6202 -4.5660 -1.6664
H -1.3446 -4.0953 -0.0522

Cartesian forces, eV/Å:
W -0.34 -0.47 0.01
C 0.05 -0.05 -0.05
C -0.28 0.08 -0.22
C 0.05 0.02 0.15
C -0.04 0.10 -0.26
C 0.22 -0.15 0.21
C -0.26 0.10 0.02
N 1.31 -0.47 1.42
N -0.07 0.24 0.23
Si 0.20 0.42 -0.12
C -0.01 -0.20 0.18
C -0.26 0.19 0.13
C 0.24 -0.26 -0.19
H 0.05 -0.09 0.01
H -0.03 0.04 -0.05
H -0.09 0.09 0.01
H -0.05 0.02 -0.01
H -0.01 0.00 0.02
H -0.02 -0.02 -0.02
H 0.02 0.01 -0.01
H 0.05 -0.01 0.08
H 0.00 0.01 0.00
H -0.02 0.00 -0.01
H 0.00 0.00 -0.01
H -0.01 0.01 0.00
H 0.00 0.06 -0.03
H 0.02 -0.01 -0.02
H -0.01 -0.01 0.00
O 0.01 0.05 0.01
C 0.10 0.29 -0.61
O 0.17 -0.22 -1.01
C 0.14 0.39 0.15
O -0.04 0.00 -0.16
O -0.15 0.80 -0.12
F -0.03 0.06 -0.13
C 0.23 0.13 0.05
F 0.00 -0.06 0.03
F 0.07 0.01 0.00
S -2.19 -0.90 0.05
O 0.65 0.08 0.13
O -0.14 0.00 0.02
O 0.24 0.06 0.15
N -0.11 0.06 0.05
C 0.36 0.03 0.02
N -0.10 -0.01 0.12
O 0.13 -0.51 -0.18
H 0.04 -0.02 -0.03
H -0.05 0.14 0.00
H 0.05 -0.04 -0.07
H -0.09 0.01 0.04


The following is a DFT calculation (ωB97M-V/def2-TZVPD) of one molecule with the formula C3H5FN2.

## Properties
E_LUMO = 0.65 eV
orbital gap = 10.20 eV
E_tot = -8887.469 eV
charge = 0
2S+1 = 1
SMILES = [H]/N=C(/N)C(=C)F

Positions of all 11 atoms, in Å:
H -0.1853 -1.8287 -0.7172
N -1.0349 -1.3344 -0.2407
C -0.6509 -0.0935 -0.1767
N -1.6547 0.8997 0.1979
C 0.7177 0.0986 -0.0680
C 1.2500 1.2436 -0.1987
F 1.3283 -0.9358 0.3686
H -2.5239 0.5495 0.4192
H -1.2948 1.6205 0.8559
H 0.7249 2.1005 -0.8689
H 2.2505 1.5317 -0.0456

Cartesian forces, eV/Å:
H -2.10 0.44 1.47
N 1.45 0.39 -2.36
C -6.40 -2.31 1.65
N 5.12 0.91 -0.69
C -0.23 1.54 -0.16
C 0.52 5.96 -3.24
F 2.27 -2.33 1.13
H -1.98 -1.18 0.44
H -0.52 -0.92 -0.84
H 0.66 -2.24 2.15
H 1.20 -0.26 0.46


The following is a DFT calculation (ωB97M-V/def2-TZVPD) of C3H8CuO3 as an isolated structure.

## Properties
E_LUMO = -4.84 eV
orbital gap = 9.33 eV
E_tot = -54010.016 eV
charge = +1
2S+1 = 1

Positions of all 15 atoms, in Å:
O -0.9467 2.1507 -0.7680
Cu -1.0629 0.3079 -2.0160
O -1.5455 1.2878 0.2156
H -1.8598 2.3306 0.4137
C 0.9458 -1.8437 -0.8646
O 0.0208 -0.8419 -0.4673
C 0.5483 0.0818 0.4659
C -0.5830 0.7787 1.1786
H 0.4605 -2.4505 -1.6378
H 1.8626 -1.3892 -1.2715
H 1.2017 -2.4872 -0.0100
H 1.2000 0.8067 -0.0455
H 1.1434 -0.4332 1.2364
H -0.2063 1.6127 1.7831
H -1.1790 0.0888 1.7875

Cartesian forces, eV/Å:
O 1.57 0.27 -2.88
Cu 0.39 0.50 0.50
O -2.24 2.24 2.46
H 0.23 -3.12 -0.02
C 0.58 -0.60 -0.29
O -0.84 0.38 -0.44
C 0.48 0.40 0.25
C 0.20 -0.12 0.62
H 0.15 0.16 0.25
H -0.25 -0.13 0.11
H -0.09 0.22 -0.21
H -0.17 -0.17 0.14
H -0.15 0.05 -0.20
H -0.03 -0.25 -0.15
H 0.16 0.16 -0.12


The following is a DFT calculation (ωB97M-V/def2-TZVPD) of one molecule with the formula C7H15N.

## Properties
E_LUMO = 1.14 eV
orbital gap = 8.60 eV
E_tot = -8991.003 eV
charge = 0
2S+1 = 1
SMILES = CCC/C=C/NCC

Positions of all 23 atoms, in Å:
C 2.2954 -2.2874 -0.4921
C 2.5712 -0.7778 -0.6284
C 1.5877 -0.0633 -1.5653
C 0.6350 0.9040 -0.8924
C -0.0457 0.5945 0.2081
N -1.1974 1.2282 0.6702
C -2.1282 0.5030 1.5460
C -3.4515 0.3314 0.8497
H 2.7380 -2.7141 0.4080
H 1.2167 -2.3944 -0.2872
H 2.4471 -2.7687 -1.4548
H 2.5342 -0.3470 0.3700
H 3.6109 -0.6378 -0.9223
H 2.1653 0.4960 -2.2884
H 1.0402 -0.8715 -2.0590
H 0.3973 1.7908 -1.4729
H 0.1930 -0.3936 0.5873
H -1.1459 2.2316 0.6562
H -1.6010 -0.3903 1.8684
H -2.2111 1.0505 2.4907
H -4.0474 -0.4746 1.2966
H -3.3934 -0.0790 -0.1594
H -4.0336 1.2467 0.8861

Cartesian forces, eV/Å:
C -1.42 0.98 0.26
C 0.41 -0.52 0.73
C 0.57 0.11 0.78
C 0.07 0.04 -0.47
C -0.56 -0.51 -1.19
N 0.84 -0.36 0.47
C 1.19 1.26 -0.04
C -0.84 -1.44 0.32
H 0.64 -0.30 -0.53
H 0.11 -0.02 -0.16
H 0.47 -0.50 0.27
H -0.17 0.18 0.10
H 0.04 0.05 -0.31
H -0.02 -0.02 -0.46
H -0.17 0.34 -0.38
H -0.12 0.06 0.14
H -0.32 0.00 0.63
H -0.40 0.01 0.20
H -0.30 -0.52 -0.40
H -0.46 0.12 -0.07
H -0.08 0.35 0.60
H 0.54 0.64 -0.22
H -0.04 0.07 -0.25